1.
Here is a molecular structure, C40H59CdN2P2SbSi2 from the OMol25 dataset. Energies are from ωB97M-V/def2-TZVPD.

Positions of all 107 atoms, in Å:
Cd  0.0586  0.3968  -0.3974
C  2.9827  -0.3353  -2.5525
Si  3.0607  -1.4925  -1.0661
C  2.8263  -3.2415  -1.7131
C  4.7846  -1.3593  -0.3182
N  1.7927  -1.1245  0.0346
P  1.6964  -0.6310  1.5885
C  0.2381  0.1299  1.9204
P  -1.2703  -0.6068  1.7843
N  -1.6838  -0.8508  0.2257
Si  -2.9480  -1.7101  -0.5542
C  -3.7384  -0.5923  -1.8513
C  -2.2332  -3.2125  -1.4311
C  -4.2769  -2.2979  0.6400
C  -2.4731  0.5190  2.5614
C  -3.5015  1.0951  1.8299
C  -4.3511  2.0267  2.4179
C  -4.1794  2.3832  3.7450
C  -3.1488  1.8151  4.4854
C  -2.2963  0.8997  3.8926
C  -1.4603  -2.1974  2.6487
C  -0.7998  -3.2862  2.0805
C  -0.8622  -4.5349  2.6726
C  -1.6006  -4.7171  3.8358
C  -2.2771  -3.6459  4.3963
C  -2.2082  -2.3911  3.8040
C  2.0419  -2.0075  2.7247
C  2.6933  -3.1568  2.2917
C  2.8708  -4.2340  3.1473
C  2.3912  -4.1702  4.4470
C  1.7395  -3.0265  4.8894
C  1.5671  -1.9513  4.0336
C  3.0480  0.5570  1.8900
C  3.2571  1.5744  0.9642
C  4.2516  2.5201  1.1489
C  5.0681  2.4546  2.2711
C  4.8790  1.4393  3.1938
C  3.8759  0.4958  3.0035
H  3.5451  -0.7231  -3.4040
H  1.9521  -0.2078  -2.8937
H  3.3856  0.6520  -2.3114
H  3.5131  -3.4742  -2.5289
H  2.9865  -3.9791  -0.9241
H  1.8060  -3.3764  -2.0784
H  5.5189  -1.7769  -1.0122
H  5.0631  -0.3234  -0.1198
H  4.8741  -1.9070  0.6218
H  -2.9813  0.0263  -2.3415
H  -4.2494  -1.1662  -2.6262
H  -4.4722  0.0833  -1.4053
H  -1.3927  -2.9272  -2.0681
H  -1.8616  -3.9340  -0.7009
H  -2.9733  -3.7168  -2.0557
H  -4.6321  -1.5068  1.3024
H  -5.1359  -2.6647  0.0712
H  -3.9173  -3.1177  1.2638
H  -3.6296  0.8236  0.7891
H  -5.1501  2.4675  1.8342
H  -4.8417  3.1066  4.2034
H  -3.0001  2.0990  5.5193
H  -1.4633  0.4935  4.4548
H  -0.2319  -3.1478  1.1663
H  -0.3322  -5.3666  2.2260
H  -1.6527  -5.6948  4.2979
H  -2.8662  -3.7839  5.2941
H  -2.7537  -1.5676  4.2450
H  3.0362  -3.2225  1.2674
H  3.3713  -5.1271  2.7951
H  2.5171  -5.0133  5.1142
H  1.3510  -2.9790  5.8985
H  1.0343  -1.0668  4.3612
H  2.6497  1.6225  0.0649
H  4.3952  3.3023  0.4126
H  5.8521  3.1860  2.4170
H  5.5157  1.3736  4.0667
H  3.7490  -0.2956  3.7309
C  -2.9063  5.1204  0.4896
C  -1.9233  4.8868  -0.6509
C  -2.6640  4.5729  -1.9464
Sb  -0.5474  3.2890  -0.1952
C  1.0208  3.7951  -1.6286
C  1.0209  5.2371  -2.1236
C  0.9854  2.8440  -2.8140
C  0.4446  3.9874  1.5843
C  0.7275  5.4832  1.5793
C  -0.2978  3.5354  2.8339
H  -3.6112  5.9137  0.2262
H  -2.4095  5.4142  1.4146
H  -3.4888  4.2206  0.7037
H  -1.2997  5.7731  -0.7887
H  -3.2624  3.6642  -1.8457
H  -1.9880  4.4261  -2.7910
H  -3.3464  5.3859  -2.2066
H  1.9441  3.6234  -1.0632
H  0.1006  5.4809  -2.6581
H  1.8456  5.4028  -2.8220
H  1.1269  5.9569  -1.3124
H  0.0638  2.9503  -3.3928
H  1.0467  1.7927  -2.5166
H  1.8288  3.0086  -3.4898
H  1.3951  3.4479  1.5526
H  -0.1843  6.0808  1.5046
H  1.3876  5.7798  0.7634
H  1.2179  5.7677  2.5144
H  -1.3015  3.9627  2.9021
H  0.2520  3.8488  3.7267
H  -0.3713  2.4481  2.8524

Kohn-Sham gap, eV: 6.69
Energy, Ha: -3338.86704
Highest occupied orbital energy, eV: -7.087

Löwdin population analysis, charges in e, atoms 1 to 6: 1.188 -0.198 0.279 -0.184 -0.169 -0.337

2.
Here is a molecular structure, C10H22FO8S2Tl at a distorted geometry from the OMol25 dataset. Energies are from ωB97M-V/def2-TZVPD.

Positions of all 44 atoms, in Å:
Tl  -13.3606  -9.4770  4.9975
F  -10.7473  -8.3656  4.7272
O  -7.1002  -6.2878  5.5857
C  -8.2732  -5.9884  5.5243
O  -9.0669  -6.1001  6.5561
C  -10.4184  -5.7143  6.1950
C  -10.2804  -4.9445  4.9073
C  -9.0248  -5.5383  4.2625
H  -10.8255  -5.1122  7.0009
H  -10.9682  -6.6282  5.9865
H  -10.2243  -3.8597  5.0163
H  -11.1422  -5.0371  4.2389
H  -8.3869  -4.8720  3.6881
H  -9.1529  -6.5071  3.7688
O  -7.9732  -10.7032  5.5395
S  -7.5654  -9.8458  6.6119
O  -6.9719  -10.4052  7.7875
O  -6.5385  -8.7450  5.9812
C  -5.4176  -8.3498  6.7807
C  -4.4809  -7.5490  5.9225
C  -8.9615  -8.7028  7.0400
H  -4.9296  -9.1652  7.3358
H  -5.7229  -7.7952  7.6856
H  -3.6165  -7.2866  6.5376
H  -4.8642  -6.5824  5.5878
H  -4.1232  -8.1020  5.0517
H  -9.8342  -9.3273  7.2010
H  -8.9660  -7.9812  6.2333
H  -8.6534  -8.3152  8.0114
O  -7.0941  -8.6036  0.4494
S  -7.5277  -9.5898  1.3928
O  -8.3122  -10.7190  0.9740
O  -6.1504  -10.2583  1.9907
C  -6.2498  -11.3463  2.8791
C  -5.2097  -11.1061  3.9849
C  -8.2903  -8.7778  2.7902
H  -5.9019  -12.2806  2.3953
H  -7.2956  -11.4736  3.1594
H  -5.5114  -10.1149  4.3658
H  -4.2235  -10.9529  3.5422
H  -5.2255  -11.9017  4.7253
H  -8.9045  -8.0210  2.3083
H  -7.5407  -8.3344  3.4447
H  -8.8709  -9.4871  3.3758

Kohn-Sham gap, eV: 2.85
Energy, Ha: -2063.93073
ΔE to the lowest compared entry with this formula, charge and spin, kJ/mol: 126.9
Highest occupied orbital energy, eV: -16.447
Total charge: +2

Löwdin population analysis, charges in e, atoms 1 to 6: 0.990 -0.604 0.219 -0.432 0.037 -0.093